Entry 1:
67
Properties=species:S:1:pos:R:3:forces:R:3:nbo_charge:R:1 method="wB97M-V/def2-TZVPD" charge=-1 lumo_energy_ev="2.24 / 2.14" s2=2.02 multiplicity=3 total_energy_ev=-94399.93192 mol_weight_g_mol=627.50 de_lowest_kj_mol=0.0 gap_ev="5.234 / 7.662"
Ti -0.8883 -1.1313 0.2796 0.188 -0.507 -1.318 1.54
O -0.5580 -0.1135 1.9362 0.633 0.324 0.596 -0.51
N -1.4888 0.3849 2.6341 0.088 0.355 0.420 0.17
N -2.6235 0.0735 2.1662 -0.508 0.119 0.045 0.15
O -2.6983 -0.7119 1.1264 -0.440 -0.150 -0.111 -0.58
C -3.8205 0.6192 2.7394 0.300 -0.273 -0.178 0.18
C -5.0231 0.2750 2.1554 -0.199 0.012 -0.018 -0.24
C -6.1966 0.7916 2.6889 0.059 -0.033 -0.034 -0.20
C -6.1550 1.6338 3.7876 -0.003 0.027 0.038 -0.22
C -4.9317 1.9659 4.3589 -0.029 -0.020 -0.033 -0.20
C -3.7536 1.4612 3.8380 0.029 0.089 0.126 -0.24
H -5.0251 -0.3801 1.2980 0.002 -0.001 -0.002 0.25
H -7.1440 0.5301 2.2368 -0.011 0.003 0.003 0.21
H -7.0718 2.0336 4.1998 -0.012 0.009 0.009 0.21
H -4.8921 2.6245 5.2163 -0.007 0.005 0.007 0.21
H -2.7964 1.7125 4.2699 -0.006 -0.007 -0.008 0.24
N -2.0493 -2.0385 -1.3862 0.175 0.187 0.168 -0.88
C -2.0621 -3.5033 -1.4833 0.110 -0.109 0.026 -0.22
C -2.4102 -4.1551 -0.1510 -0.053 0.046 -0.065 -0.53
C -1.3018 -4.0722 0.8981 -0.045 -0.133 -0.064 0.81
O -1.1115 -5.0154 1.6452 -0.014 0.053 0.023 -0.65
O -0.6190 -2.9694 0.9207 0.270 0.069 0.290 -0.79
H -2.9842 -1.6519 -1.2940 -0.029 -0.042 -0.040 0.39
H -1.6472 -1.6058 -2.2295 -0.095 0.025 -0.030 0.45
H -1.0584 -3.8057 -1.7925 -0.072 0.031 0.009 0.24
H -2.7695 -3.8347 -2.2512 0.011 0.010 0.003 0.17
H -2.6457 -5.2098 -0.2922 -0.002 0.020 0.004 0.23
H -3.3029 -3.6763 0.2704 0.010 -0.011 0.004 0.21
S -1.3987 1.0361 -1.1467 0.045 0.132 0.031 -0.38
C -0.3997 0.6185 -2.5197 -0.081 -0.110 0.055 0.34
N 0.7989 1.2927 -2.6172 0.087 0.223 0.277 -0.62
C 1.7397 0.9548 -3.5933 0.008 -0.090 -0.081 -0.09
C 1.3739 0.0091 -4.5157 -0.008 0.015 0.021 -0.28
C 0.1239 -0.5847 -4.4203 0.012 0.036 0.009 -0.08
N -0.7610 -0.2738 -3.3911 0.115 0.035 -0.050 -0.58
H 1.1030 1.7728 -1.7791 -0.097 -0.132 -0.169 0.42
H 2.6837 1.4749 -3.5631 0.010 -0.002 -0.007 0.20
H 2.0622 -0.2749 -5.2998 0.004 -0.010 -0.012 0.21
H -0.1964 -1.3567 -5.1037 -0.003 -0.003 -0.011 0.18
C 0.7171 4.1761 -0.3859 -0.033 0.112 0.024 -0.64
C 1.8178 3.2531 0.0478 -0.097 -0.079 0.019 0.00
C 1.5691 2.2530 0.9841 0.171 -0.099 -0.037 -0.20
C 2.5676 1.3665 1.3637 -0.088 0.162 -0.111 -0.18
C 3.8295 1.4796 0.7930 -0.107 -0.039 0.086 -0.30
C 4.0942 2.4622 -0.1506 0.079 -0.045 -0.017 -0.22
C 3.0874 3.3401 -0.5149 0.107 0.042 -0.096 -0.23
S 5.1057 0.3584 1.2841 -0.067 0.068 0.175 2.33
O 6.3689 0.9870 1.0128 0.092 0.028 0.035 -0.96
O 4.7550 -0.1011 2.5975 0.098 0.051 -0.122 -0.94
N 5.0450 -0.9226 0.2876 -0.192 -0.341 -0.053 -0.87
C 3.7898 -1.6872 0.1490 0.157 0.052 -0.013 -0.22
C 3.1514 -1.4763 -1.2168 -0.177 0.025 -0.052 -0.51
C 1.6651 -1.8416 -1.2013 0.113 0.115 0.066 0.81
O 1.2315 -2.7986 -1.8149 -0.055 -0.028 -0.049 -0.64
O 0.9642 -1.0093 -0.4836 -0.258 -0.337 0.065 -0.81
H 0.0674 4.4240 0.4535 -0.001 0.023 -0.009 0.22
H 0.0858 3.6918 -1.1343 -0.032 0.002 -0.003 0.25
H 1.1175 5.0991 -0.8087 -0.017 -0.022 0.009 0.20
H 0.5807 2.1472 1.4032 -0.088 -0.010 0.048 0.23
H 2.3638 0.6024 2.0991 0.002 -0.029 0.029 0.25
H 5.0876 2.5469 -0.5733 -0.015 -0.005 0.021 0.23
H 3.2921 4.1138 -1.2463 0.007 0.010 0.002 0.21
H 5.5568 -0.7610 -0.5678 0.007 0.040 -0.018 0.40
H 3.1100 -1.3737 0.9383 -0.017 0.036 0.031 0.23
H 3.9961 -2.7471 0.3061 0.032 0.048 0.057 0.20
H 3.6719 -2.0644 -1.9743 -0.081 0.018 -0.035 0.21
H 3.2100 -0.4179 -1.4832 0.016 0.008 0.013 0.22

=====

Entry 2:
37
Properties=species:S:1:pos:R:3:forces:R:3:nbo_charge:R:1 method="wB97M-V/def2-TZVPD" charge=-2 lumo_energy_ev="0.39 / -3.42" s2=3.77 multiplicity=4 total_energy_ev=-184758.01814 mol_weight_g_mol=779.47 de_lowest_kj_mol=1106.6 gap_ev="5.872 / 2.057"
Co 15.5975 -4.8098 -1.9367 0.214 -0.200 0.524 0.97
N 12.9465 -3.2948 -0.0644 1.320 4.274 0.661 -1.11
S 11.7324 -3.5573 0.8623 -4.149 -2.328 2.993 2.42
O 10.4302 -3.4040 0.2575 0.930 0.039 0.020 -0.94
O 11.8030 -3.1324 2.2691 0.580 -0.452 -2.291 -0.92
F 11.8871 -5.1441 0.9261 0.263 -0.033 -0.004 -0.51
S 13.0726 -1.5791 0.3937 1.329 2.225 -0.111 2.36
O 14.0539 -1.2297 1.4067 -1.109 -1.456 -1.424 -0.88
O 11.8740 -0.7662 0.3736 0.455 -1.664 0.227 -0.90
F 13.7270 -1.0687 -0.9618 0.606 -0.758 -0.368 -0.51
N 18.6077 -3.6480 -0.4001 3.504 0.428 -1.571 -1.12
S 20.2099 -3.2026 -0.8010 0.280 1.420 -3.789 2.39
O 20.9420 -4.0796 -1.6886 -1.047 0.199 1.347 -0.90
O 20.9537 -2.4216 0.1473 -0.722 -0.756 -0.039 -0.89
F 19.7051 -2.0909 -1.8421 -0.091 0.099 0.011 -0.52
S 19.0016 -4.1341 1.0159 -0.990 -1.245 6.191 2.40
O 18.7628 -3.1030 2.0391 0.927 -1.877 -1.618 -0.92
O 20.1384 -5.0640 1.1691 -1.695 2.007 -0.651 -0.91
F 17.7628 -5.0997 1.2401 -0.482 -0.339 -0.126 -0.52
N 16.2848 -8.2357 -2.5766 5.235 -0.392 -0.692 -1.10
S 17.6663 -9.1079 -3.0008 5.600 0.392 2.202 2.35
O 18.0682 -9.0088 -4.3785 -0.848 0.013 0.532 -0.90
O 18.0263 -10.3314 -2.3006 -1.734 0.922 -0.930 -0.89
F 18.6800 -8.1525 -2.2535 -0.105 0.954 -0.033 -0.50
S 15.4177 -9.1886 -3.3827 -6.431 0.538 -2.890 2.43
O 15.2405 -10.4087 -2.7229 -0.262 -2.626 0.424 -0.92
O 15.3350 -9.1745 -4.8367 0.472 0.239 1.751 -0.91
F 14.1628 -8.3398 -2.9348 -2.048 0.384 -0.356 -0.54
N 14.7536 -3.3874 -5.2844 -3.183 0.866 0.159 -0.72
S 13.3122 -2.8098 -6.0721 -9.963 -0.537 2.692 2.27
O 12.5986 -3.8213 -6.8167 2.750 0.688 -0.514 -0.79
O 13.1247 -1.4213 -6.3512 1.911 -0.758 -0.695 -0.78
F 12.3659 -2.8902 -4.8029 1.313 -0.082 0.934 -0.47
S 15.5104 -2.9948 -6.5236 11.231 0.242 -3.532 2.31
O 15.7446 -1.5375 -6.6554 -0.672 -2.235 0.428 -0.61
O 15.3873 -3.7351 -7.7446 -1.157 0.883 0.794 -0.72
F 17.0032 -3.5314 -6.0451 -2.233 0.927 -0.258 -0.48

=====

Entry 3:
111
Properties=species:S:1:pos:R:3:forces:R:3:lowdin_charge:R:1 method="wB97M-V/def2-TZVPD" charge=-1 lumo_energy_ev=1.96 total_energy_ev=-83171.53275 mol_weight_g_mol=978.55 de_lowest_kj_mol=147.2 gap_ev=6.623
Sr 1.0206 -0.6946 -0.6478 -0.600 -0.974 0.481 1.48
C -3.2169 2.6156 -2.8152 0.122 -0.058 0.072 -0.03
C -2.1524 1.8932 -3.5880 0.023 -0.180 -0.019 -0.31
C -1.5166 2.5097 -4.6641 0.104 0.040 0.046 -0.03
C -0.6264 1.7849 -5.4281 0.015 -0.019 -0.011 -0.05
C -0.3845 0.4624 -5.0984 0.176 0.008 0.027 -0.04
C -1.0062 -0.0618 -3.9711 -0.035 0.341 0.123 -0.24
N -1.8815 0.6311 -3.2415 0.007 0.020 0.086 0.19
C -0.8290 -1.5015 -3.6402 -0.135 -0.527 0.150 -0.19
C -1.0082 -2.3685 -4.7161 -0.063 0.148 -0.012 -0.01
C -1.0206 -3.7228 -4.4918 0.057 -0.158 -0.088 -0.05
C -0.8147 -4.1784 -3.2116 0.096 -0.264 0.251 -0.01
C -0.5801 -3.2730 -2.1781 -0.251 0.299 -0.680 -0.21
N -0.6125 -1.9469 -2.3855 -0.180 0.102 -0.697 0.12
C -0.3358 -3.7685 -0.8046 -0.029 -0.297 0.423 -0.24
C 0.0621 -5.0841 -0.5820 0.041 0.008 -0.074 -0.02
C 0.2385 -5.5166 0.7215 -0.079 0.066 0.068 -0.06
C 0.0184 -4.6298 1.7557 -0.017 -0.011 -0.104 -0.02
C -0.3366 -3.3151 1.4547 -0.145 -0.148 0.163 -0.31
C -0.4919 -2.3103 2.5497 0.095 -0.019 -0.139 -0.01
N -0.5201 -2.9090 0.1987 0.025 0.105 -0.065 0.12
H -4.1044 2.7471 -3.4403 0.013 0.000 0.039 0.08
H -2.8671 3.6033 -2.5125 -0.025 0.012 0.022 0.08
H -3.4761 2.0442 -1.9286 -0.009 0.009 0.103 0.06
H -1.7040 3.5517 -4.8852 -0.098 0.010 0.007 0.11
H -0.1242 2.2404 -6.2724 0.022 -0.001 0.023 0.11
H 0.2971 -0.1346 -5.6907 0.058 -0.016 0.111 0.12
H -1.2014 -1.9684 -5.7013 0.020 0.031 0.025 0.11
H -1.2056 -4.4179 -5.3004 0.015 -0.013 -0.002 0.11
H -0.8428 -5.2405 -3.0215 -0.016 0.005 0.082 0.10
H 0.2636 -5.7544 -1.4046 -0.001 0.017 -0.009 0.11
H 0.5449 -6.5358 0.9233 0.013 -0.002 -0.013 0.11
H 0.1420 -4.9267 2.7885 0.011 0.002 0.006 0.11
H -0.9302 -2.7675 3.4371 0.016 0.013 0.024 0.09
H -1.1057 -1.4780 2.2175 -0.062 0.045 0.020 0.06
H 0.4964 -1.9128 2.7997 -0.029 0.056 0.033 0.09
O 3.6860 3.3857 -4.5742 -0.008 0.090 0.074 0.10
C 4.2120 2.2366 -4.9468 0.104 0.011 -0.155 -0.52
O 5.1416 2.1769 -5.7255 -0.047 -0.024 0.010 0.06
C 3.6034 1.0022 -4.3953 -0.172 -0.111 0.137 -0.06
C 3.9667 -0.2725 -4.7856 0.023 0.110 -0.035 0.00
N 3.2063 -1.1353 -4.0961 0.135 -0.168 -0.068 0.04
N 2.3757 -0.5136 -3.2686 -0.362 0.241 0.390 0.07
C 2.5881 0.7827 -3.4249 0.231 -0.115 -0.302 -0.15
C 1.7685 1.7262 -2.6060 -0.290 0.774 -0.028 -0.57
O 1.8608 2.9501 -2.8437 0.097 -0.189 -0.001 0.03
O 1.0201 1.2159 -1.7303 0.065 1.726 -1.087 -0.27
H 2.9441 3.2566 -3.8879 -0.004 -0.021 -0.037 0.05
H 4.7104 -0.5841 -5.4985 -0.004 -0.026 0.003 0.13
H 3.2518 -2.1661 -4.0723 0.002 0.097 0.005 0.10
C -2.3846 4.3046 4.0452 -0.094 -0.054 0.048 -0.08
O -1.7348 3.6312 3.0015 -0.044 0.061 -0.129 -0.08
C -0.5490 4.1427 2.5660 0.009 -0.006 -0.119 -0.22
C 0.1286 5.1585 3.2195 0.044 0.040 0.073 -0.03
C 1.2855 5.6977 2.6697 0.089 0.031 -0.023 -0.11
C 1.7559 5.2243 1.4597 0.008 0.083 0.005 -0.10
C 1.0905 4.1941 0.8124 -0.088 -0.115 0.077 0.00
C -0.0495 3.6173 1.3583 -0.136 0.128 0.060 -0.17
N -0.7619 2.6507 0.6399 0.188 0.175 -0.270 0.16
C -1.4418 1.5818 1.2162 -0.182 -0.314 0.267 -0.38
N -0.8963 1.0225 2.3442 -0.024 -0.026 0.087 0.13
C 0.4930 1.0571 2.6115 0.660 -0.147 0.222 -0.26
C 1.4208 0.6404 1.6403 -0.427 0.147 0.271 -0.15
C 2.7620 0.7417 2.0422 -0.085 0.037 0.016 -0.17
C 3.1551 1.1718 3.3028 0.181 -0.056 -0.053 -0.12
C 2.2047 1.5041 4.2578 0.017 0.053 0.108 -0.05
C 0.8681 1.4436 3.9048 -0.120 -0.022 -0.127 -0.23
O -0.1630 1.7541 4.7801 -0.012 -0.093 -0.016 -0.11
C 0.1250 1.6617 6.1522 -0.011 0.069 0.075 -0.11
N -2.5173 1.1600 0.6605 0.114 0.611 -0.496 0.18
C -3.1757 -0.0009 1.0285 -0.005 -0.247 0.147 -0.22
C -3.2742 -1.0363 0.0993 0.015 0.108 0.071 -0.03
C -3.9784 -2.1984 0.3738 -0.042 -0.077 -0.012 -0.11
C -4.6228 -2.3413 1.5893 0.057 0.003 -0.040 -0.11
C -4.5597 -1.3153 2.5261 -0.063 -0.078 0.135 -0.04
C -3.8436 -0.1577 2.2595 0.111 -0.114 -0.131 -0.22
O -3.7221 0.8727 3.1550 -0.033 0.065 -0.057 -0.10
C -4.4646 0.7653 4.3444 0.005 0.051 0.141 -0.09
H -3.3655 3.8422 4.1199 -0.056 -0.001 0.060 0.08
H -2.5080 5.3708 3.8252 0.033 -0.021 0.004 0.10
H -1.8562 4.1899 4.9979 0.028 -0.010 -0.024 0.09
H -0.2429 5.5536 4.1557 -0.026 -0.051 -0.031 0.10
H 1.8011 6.4992 3.1838 -0.001 -0.018 0.017 0.09
H 2.6377 5.6600 1.0081 0.013 -0.039 -0.007 0.10
H 1.4409 3.8355 -0.1437 0.089 -0.138 -0.137 0.11
H -0.4083 2.4901 -0.2957 -0.159 -0.048 -0.059 0.12
H -1.5095 0.9641 3.1435 -0.116 -0.006 -0.073 0.12
H 3.5497 0.4487 1.3481 0.038 -0.004 0.016 0.07
H 4.2080 1.2332 3.5611 -0.008 -0.010 0.003 0.09
H 2.5110 1.8247 5.2454 -0.024 -0.009 -0.008 0.09
H -0.8324 1.6987 6.6725 0.012 0.016 0.012 0.08
H 0.7444 2.4960 6.4999 0.012 -0.019 -0.015 0.09
H 0.6308 0.7216 6.3962 0.014 0.016 -0.025 0.09
H -2.7619 -0.8971 -0.8440 -0.017 0.005 -0.083 0.09
H -4.0288 -2.9899 -0.3644 0.054 0.009 -0.007 0.10
H -5.1662 -3.2478 1.8241 -0.041 0.018 -0.008 0.09
H -5.0684 -1.4424 3.4719 0.023 0.017 -0.005 0.09
H -4.2956 1.6840 4.9009 0.042 0.040 -0.014 0.08
H -4.1292 -0.0791 4.9563 -0.031 -0.005 -0.028 0.09
H -5.5362 0.6643 4.1441 0.029 -0.027 -0.010 0.10
O 3.5458 -3.9017 -3.6018 -0.096 0.052 0.084 -0.01
C 3.3712 -3.8682 -2.3821 0.219 -0.312 0.022 -0.50
C 4.0325 -4.8633 -1.4182 -0.002 0.113 -0.011 -0.09
C 3.6479 -4.3207 -0.0505 -0.091 0.103 -0.004 -0.08
C 2.7395 -3.1356 -0.4018 0.706 -0.793 0.262 -0.53
O 2.2045 -2.4227 0.4521 0.688 -0.587 0.503 -0.15
N 2.6187 -2.9643 -1.7232 -0.362 0.362 -0.114 0.13
H 5.1067 -4.8727 -1.6000 -0.009 -0.052 -0.040 0.11
H 3.6501 -5.8665 -1.6104 0.002 0.007 -0.061 0.11
H 4.4996 -3.9580 0.5255 -0.032 0.017 0.036 0.12
H 3.0955 -5.0222 0.5738 0.010 0.017 0.032 0.10

=====

Entry 4:
8
Properties=species:S:1:pos:R:3:forces:R:3:nbo_charge:R:1 method="wB97M-V/def2-TZVPD" lumo_energy_ev="-3.98 / -4.00" total_energy_ev=-109711.99516 mol_weight_g_mol=212.30 de_lowest_kj_mol=381.0 gap_ev="4.611 / 4.597"
C 0.3612 0.1768 0.7474 -0.315 0.461 2.490 -0.33
C 0.3508 -0.3849 -0.6274 -2.950 -2.016 3.236 -0.05
Cl 1.8408 -0.4236 1.6935 -0.325 0.146 -0.963 -0.01
Cl 0.3965 1.9328 0.5977 0.099 -0.055 -0.029 0.07
Cl -2.8493 0.5617 -1.7899 0.916 -0.400 0.376 -0.67
Br -0.5921 -1.8957 -0.8599 0.413 0.850 -0.455 0.47
H -0.4196 -0.0635 1.5626 0.690 0.025 -2.294 0.30
H 0.9118 0.0964 -1.3239 1.471 0.989 -2.360 0.23

=====

Copy entry 2 word for word.
37
Properties=species:S:1:pos:R:3:forces:R:3:nbo_charge:R:1 method="wB97M-V/def2-TZVPD" charge=-2 lumo_energy_ev="0.39 / -3.42" s2=3.77 multiplicity=4 total_energy_ev=-184758.01814 mol_weight_g_mol=779.47 de_lowest_kj_mol=1106.6 gap_ev="5.872 / 2.057"
Co 15.5975 -4.8098 -1.9367 0.214 -0.200 0.524 0.97
N 12.9465 -3.2948 -0.0644 1.320 4.274 0.661 -1.11
S 11.7324 -3.5573 0.8623 -4.149 -2.328 2.993 2.42
O 10.4302 -3.4040 0.2575 0.930 0.039 0.020 -0.94
O 11.8030 -3.1324 2.2691 0.580 -0.452 -2.291 -0.92
F 11.8871 -5.1441 0.9261 0.263 -0.033 -0.004 -0.51
S 13.0726 -1.5791 0.3937 1.329 2.225 -0.111 2.36
O 14.0539 -1.2297 1.4067 -1.109 -1.456 -1.424 -0.88
O 11.8740 -0.7662 0.3736 0.455 -1.664 0.227 -0.90
F 13.7270 -1.0687 -0.9618 0.606 -0.758 -0.368 -0.51
N 18.6077 -3.6480 -0.4001 3.504 0.428 -1.571 -1.12
S 20.2099 -3.2026 -0.8010 0.280 1.420 -3.789 2.39
O 20.9420 -4.0796 -1.6886 -1.047 0.199 1.347 -0.90
O 20.9537 -2.4216 0.1473 -0.722 -0.756 -0.039 -0.89
F 19.7051 -2.0909 -1.8421 -0.091 0.099 0.011 -0.52
S 19.0016 -4.1341 1.0159 -0.990 -1.245 6.191 2.40
O 18.7628 -3.1030 2.0391 0.927 -1.877 -1.618 -0.92
O 20.1384 -5.0640 1.1691 -1.695 2.007 -0.651 -0.91
F 17.7628 -5.0997 1.2401 -0.482 -0.339 -0.126 -0.52
N 16.2848 -8.2357 -2.5766 5.235 -0.392 -0.692 -1.10
S 17.6663 -9.1079 -3.0008 5.600 0.392 2.202 2.35
O 18.0682 -9.0088 -4.3785 -0.848 0.013 0.532 -0.90
O 18.0263 -10.3314 -2.3006 -1.734 0.922 -0.930 -0.89
F 18.6800 -8.1525 -2.2535 -0.105 0.954 -0.033 -0.50
S 15.4177 -9.1886 -3.3827 -6.431 0.538 -2.890 2.43
O 15.2405 -10.4087 -2.7229 -0.262 -2.626 0.424 -0.92
O 15.3350 -9.1745 -4.8367 0.472 0.239 1.751 -0.91
F 14.1628 -8.3398 -2.9348 -2.048 0.384 -0.356 -0.54
N 14.7536 -3.3874 -5.2844 -3.183 0.866 0.159 -0.72
S 13.3122 -2.8098 -6.0721 -9.963 -0.537 2.692 2.27
O 12.5986 -3.8213 -6.8167 2.750 0.688 -0.514 -0.79
O 13.1247 -1.4213 -6.3512 1.911 -0.758 -0.695 -0.78
F 12.3659 -2.8902 -4.8029 1.313 -0.082 0.934 -0.47
S 15.5104 -2.9948 -6.5236 11.231 0.242 -3.532 2.31
O 15.7446 -1.5375 -6.6554 -0.672 -2.235 0.428 -0.61
O 15.3873 -3.7351 -7.7446 -1.157 0.883 0.794 -0.72
F 17.0032 -3.5314 -6.0451 -2.233 0.927 -0.258 -0.48